The following is a DFT calculation (ωB97M-V with the def2-TZVPD basis set) of a structure of composition C35H66BiN3O2Si4 in a non-equilibrium geometry.

## Properties
Relative energy (zero: lowest compared OMol25 entry of this formula, charge and spin), kcal per mole: 10.81
Net charge: 0
Highest occupied orbital energy (spin up / spin down), hartree: -0.2222 / -0.2682
E_LUMO (spin up / spin down), eV: -0.76 / -0.71

XYZ file:
```
111
Properties=species:S:1:pos:R:3:mulliken_charge:R:1
Bi -1.202 1.559 -1.544 0.8575
C 1.160 -2.015 5.009 -0.9101
C 1.365 -3.047 4.032 0.0162
C 2.547 -2.673 3.348 -0.6084
C 2.997 -1.424 3.877 -0.2424
C 2.138 -1.010 4.862 -0.9855
C 2.360 0.196 5.740 2.1201
C 1.269 1.293 5.589 -1.2842
C 3.716 0.843 5.323 -1.6211
C 2.293 -0.325 7.211 -1.6409
C 3.394 -3.314 2.297 3.2128
C 2.705 -2.948 0.938 -1.4101
C 3.581 -4.835 2.469 -1.8815
C 4.716 -2.578 2.173 -2.1113
C 0.482 -4.278 3.863 2.6402
C 1.118 -5.589 4.306 -1.5811
C -0.839 -4.054 4.627 -2.0781
C -0.017 -4.328 2.373 -1.6167
H 0.363 -2.009 5.755 0.3996
H 3.878 -0.929 3.503 0.4847
H 1.376 1.709 4.577 0.1435
H 1.370 2.120 6.371 0.3488
H 0.286 0.888 5.767 0.3744
H 3.566 1.294 4.335 0.2564
H 4.447 -0.011 5.358 0.3238
H 3.973 1.626 6.049 0.4324
H 1.234 -0.488 7.562 0.3119
H 2.700 0.433 7.882 0.4630
H 2.973 -1.189 7.377 0.3227
H 1.663 -3.326 0.949 0.1784
H 3.218 -3.449 0.095 0.3687
H 2.687 -1.883 0.806 0.2152
H 2.885 -5.441 1.878 0.2371
H 3.633 -5.188 3.495 0.2856
H 4.611 -5.096 2.128 0.4719
H 4.573 -1.514 1.947 0.3017
H 5.456 -3.006 1.469 0.4102
H 5.271 -2.622 3.130 0.4915
H 1.843 -5.374 5.089 0.2793
H 1.637 -6.126 3.444 0.2479
H 0.405 -6.322 4.629 0.4268
H -0.557 -3.993 5.694 0.4169
H -1.491 -4.912 4.574 0.4422
H -1.359 -3.129 4.342 0.3605
H 0.808 -4.582 1.670 0.1795
H -0.429 -3.317 2.166 0.4205
H -0.847 -5.038 2.206 0.4490
N -0.194 3.765 -1.025 -0.5772
C 0.398 3.764 0.387 -0.3948
C 1.590 2.883 0.538 -0.4302
C 1.608 1.365 0.201 0.5588
O 2.550 0.691 0.583 -0.6563
O 0.637 0.749 -0.469 -0.8458
H 0.501 4.084 -1.689 0.2190
H -1.050 4.335 -0.997 0.3323
H -0.341 3.346 1.079 -0.0339
H 0.654 4.752 0.792 0.4381
H 1.794 2.957 1.652 0.2217
H 2.523 3.301 0.060 0.2645
N -7.856 2.225 0.135 -0.4446
C -6.838 1.863 0.537 0.0151
C -5.565 1.410 0.888 0.5219
C -4.493 2.303 1.152 -0.3601
C -3.206 1.725 1.324 -0.2540
N -2.948 0.446 1.101 -0.2683
C -3.962 -0.386 0.936 -0.5354
C -5.262 0.027 0.633 -0.4532
H -4.666 3.371 1.060 0.4177
H -2.372 2.331 1.646 0.3518
H -3.836 -1.448 1.003 0.4185
H -6.086 -0.662 0.473 0.4918
C -1.295 -1.550 -3.088 -0.8765
Si -2.335 -0.414 -4.231 0.4859
C -4.046 -0.284 -3.450 -0.9299
C -2.349 -1.286 -5.909 -0.9992
Si -1.222 1.672 -4.199 -0.3142
Si 1.049 1.552 -4.734 0.5665
C 1.245 1.775 -6.689 -1.1070
C 2.030 2.795 -3.767 -0.4423
C 1.672 -0.157 -4.445 -0.9082
Si -2.369 3.496 -5.197 0.8031
C -3.959 3.830 -4.194 -1.1686
C -1.349 5.022 -4.972 -1.0542
C -2.770 3.364 -7.030 -1.0819
H -0.365 -1.828 -3.586 0.2000
H -1.992 -2.364 -2.728 0.3393
H -0.957 -0.985 -2.200 0.1265
H -4.866 -0.181 -4.185 0.3510
H -4.067 0.501 -2.673 0.1476
H -4.108 -1.268 -2.928 0.3091
H -2.409 -2.399 -5.751 0.3240
H -1.321 -1.022 -6.284 0.2109
H -3.090 -0.896 -6.619 0.3403
H 0.582 2.558 -7.201 0.2036
H 1.051 0.789 -7.098 0.2937
H 2.302 2.017 -6.864 0.3762
H 1.780 3.815 -4.179 0.2664
H 3.118 2.504 -3.992 0.3720
H 1.857 2.906 -2.662 -0.3031
H 1.075 -0.955 -5.013 0.1799
H 1.551 -0.390 -3.356 0.1350
H 2.726 -0.194 -4.661 0.5147
H -3.734 4.014 -3.126 0.2430
H -4.625 2.955 -4.199 0.3118
H -4.491 4.738 -4.579 0.3662
H -0.371 4.912 -4.448 0.2194
H -2.032 5.707 -4.358 0.2889
H -1.132 5.491 -5.914 0.3959
H -3.323 2.428 -7.283 0.2710
H -1.763 3.280 -7.540 0.2300
H -3.235 4.255 -7.407 0.3965
```